Entry from OMol25: a molecular structure, C51H62N5O2 in a non-equilibrium geometry (ωB97M-V/def2-TZVPD).

Its charge is +1. As for the gap between HOMO and LUMO: 6.980 eV. Its LUMO energy is -3.570 eV. As for the total energy: -2404.29241 a.u. The calculation puts the HOMO energy at -10.55 eV.

XYZ file:
```
120
Properties=species:S:1:pos:R:3:forces:R:3:lowdin_charge:R:1
C -2.068 -1.089 -2.465 0.30 -0.33 0.01 -0.05
C -2.669 0.313 -2.449 0.24 0.12 0.11 -0.51
C -1.684 1.259 -3.134 0.24 0.28 -0.17 -0.04
C -3.950 0.233 -3.298 -0.24 0.07 0.13 -0.04
C -3.002 0.898 -1.037 0.41 0.12 -0.64 -0.07
C -3.833 2.019 -1.046 -0.65 0.36 0.61 -0.03
C -4.427 2.484 0.128 0.50 -0.54 -0.32 -0.03
C -4.167 1.825 1.331 -0.50 0.40 -0.11 -0.03
C -3.203 0.832 1.424 0.40 0.08 0.57 -0.07
C -2.860 0.246 2.832 -0.20 0.21 -0.05 -0.51
C -3.081 -1.272 2.888 -0.01 -0.28 -0.15 -0.03
C -3.764 0.816 3.936 -0.14 0.16 0.01 -0.07
C -1.432 0.640 3.214 0.43 0.11 -0.06 -0.04
C -2.544 0.462 0.226 -0.17 0.18 0.12 -0.08
N -1.371 -0.365 0.296 0.25 -2.13 -0.23 0.01
C -0.073 0.000 0.205 0.27 1.59 0.36 -0.14
C 0.409 1.379 0.140 -0.97 -6.11 -1.53 -0.15
C 1.876 1.588 0.133 1.65 -0.58 -0.70 -0.19
C 2.574 1.393 1.345 -0.91 0.64 -0.11 0.00
C 3.943 1.542 1.404 1.16 -0.36 -0.62 0.04
C 4.637 1.755 0.200 -1.81 -0.12 -0.07 -0.15
N 5.958 1.235 0.050 3.47 -0.51 -0.16 -0.31
O 6.454 1.212 -1.103 -1.04 0.03 2.26 0.06
O 6.544 0.771 1.054 -1.30 0.99 -1.83 0.06
C 3.961 2.128 -0.973 0.78 -0.37 0.29 0.03
C 2.595 2.008 -1.002 -0.90 0.51 0.23 -0.02
N 0.660 -1.181 0.117 -1.09 -2.11 0.06 0.15
C 2.071 -1.544 0.123 1.58 0.44 0.12 -0.10
C 2.751 -1.913 1.319 0.35 0.12 0.49 -0.09
C 2.201 -2.273 2.736 0.02 0.14 -0.07 -0.52
C 2.598 -3.719 3.087 0.13 -0.16 -0.13 -0.03
C 0.699 -2.164 2.925 -0.51 0.12 0.17 -0.04
C 2.852 -1.335 3.761 0.17 0.19 0.18 -0.04
C 4.163 -2.014 1.292 -0.52 0.11 -0.83 -0.03
C 4.887 -1.693 0.156 -0.15 0.08 0.22 -0.04
C 4.215 -1.407 -1.028 -0.49 -0.63 0.53 -0.02
C 2.812 -1.534 -1.099 0.27 0.58 -0.57 -0.06
C 2.207 -1.655 -2.538 0.10 0.49 0.03 -0.50
C 3.303 -1.821 -3.601 0.16 0.05 0.01 -0.06
C 1.430 -0.388 -2.868 -0.23 0.36 -0.14 -0.05
C 1.291 -2.870 -2.696 -0.18 -0.21 0.16 -0.03
C -0.293 -2.253 0.148 -1.56 0.89 0.35 -0.20
C -0.132 -3.759 0.092 0.40 -1.13 -0.04 -0.13
C 1.108 -4.466 0.057 -0.43 0.65 -0.07 -0.06
C 1.154 -5.862 -0.028 -0.30 0.16 0.00 -0.06
C -0.020 -6.617 -0.083 -0.01 0.46 0.00 -0.06
C -1.254 -5.959 -0.041 0.27 0.20 0.02 -0.06
C -1.312 -4.567 0.053 0.31 0.93 0.05 -0.02
N -1.503 -1.758 0.267 1.31 0.14 -0.23 0.16
H -2.665 -1.813 -1.901 0.09 0.16 -0.13 0.09
H -1.995 -1.440 -3.507 -0.11 0.17 0.30 0.10
H -1.044 -1.099 -2.077 -0.31 -0.05 -0.08 0.04
H -2.123 2.249 -3.293 0.06 -0.18 0.00 0.07
H -0.782 1.388 -2.518 -0.12 -0.04 -0.21 0.06
H -1.365 0.857 -4.107 -0.11 0.08 0.21 0.10
H -4.398 1.215 -3.476 0.03 -0.20 0.00 0.08
H -3.718 -0.208 -4.276 0.01 0.10 0.23 0.10
H -4.691 -0.404 -2.803 0.05 0.10 -0.12 0.10
H -4.040 2.538 -1.981 -0.07 -0.27 0.23 0.12
H -5.106 3.329 0.099 0.07 -0.06 0.00 0.12
H -4.720 2.140 2.218 0.26 -0.14 -0.34 0.11
H -2.543 -1.822 2.117 -0.06 0.07 0.19 0.05
H -2.769 -1.657 3.869 -0.11 0.14 -0.21 0.09
H -4.150 -1.489 2.759 0.20 0.01 0.04 0.10
H -3.656 1.902 4.037 -0.06 -0.13 0.00 0.08
H -4.817 0.574 3.755 0.12 0.07 0.07 0.09
H -3.485 0.372 4.901 -0.01 0.05 -0.28 0.10
H -1.392 1.699 3.502 -0.05 -0.22 0.02 0.08
H -1.072 0.041 4.063 -0.12 0.18 -0.19 0.10
H -0.739 0.511 2.379 -0.07 0.04 0.42 0.05
H -0.723 1.897 -0.383 1.11 -1.47 -1.03 0.24
H 2.033 1.145 2.262 0.01 0.12 -0.40 0.12
H 4.535 1.406 2.316 -0.43 -0.24 -0.37 0.14
H 4.548 2.407 -1.849 -0.27 -0.26 0.21 0.14
H 2.054 2.255 -1.923 0.20 -0.11 0.38 0.13
H 3.686 -3.846 3.116 -0.22 -0.03 0.03 0.09
H 2.201 -3.985 4.076 0.06 0.10 -0.19 0.10
H 2.193 -4.424 2.353 0.06 0.09 0.23 0.07
H 0.321 -1.197 2.583 0.00 -0.24 0.14 0.06
H 0.154 -2.972 2.425 0.10 0.21 0.14 0.08
H 0.466 -2.237 4.000 0.09 -0.03 -0.35 0.10
H 2.678 -0.287 3.490 0.05 -0.18 0.18 0.06
H 2.423 -1.509 4.755 0.09 0.02 -0.18 0.10
H 3.934 -1.493 3.832 -0.25 0.12 0.04 0.09
H 4.705 -2.298 2.186 -0.15 0.00 -0.16 0.11
H 5.974 -1.696 0.189 -0.20 0.11 -0.04 0.12
H 4.806 -1.126 -1.892 -0.21 -0.36 0.02 0.11
H 3.937 -2.690 -3.386 -0.06 0.17 -0.08 0.10
H 2.844 -1.978 -4.585 -0.01 0.05 0.23 0.10
H 3.930 -0.926 -3.677 -0.03 -0.19 -0.05 0.08
H 0.794 -0.095 -2.024 0.14 0.02 -0.52 0.05
H 2.124 0.438 -3.068 -0.18 -0.19 -0.02 0.08
H 0.798 -0.534 -3.758 0.18 0.07 0.25 0.10
H 0.390 -2.789 -2.087 0.13 -0.10 -0.17 0.06
H 0.962 -2.959 -3.744 0.19 0.10 0.31 0.10
H 1.812 -3.795 -2.421 -0.15 0.14 -0.09 0.10
H 2.050 -3.907 0.065 -0.50 -0.45 0.00 0.10
H 2.123 -6.363 -0.064 -0.26 0.20 0.02 0.12
H 0.027 -7.702 -0.169 -0.02 0.29 0.05 0.11
H -2.179 -6.537 -0.090 0.26 0.25 0.05 0.11
H -2.283 -4.057 0.095 0.43 -0.32 -0.06 0.11
C -1.613 4.156 1.624 -0.29 -0.16 0.72 -0.07
N -1.265 3.722 0.274 -0.21 -0.64 0.38 -0.09
C -1.667 4.638 -0.719 -0.62 0.42 -1.90 -0.22
C -2.611 5.689 -0.464 -0.14 -0.06 0.65 -0.04
C -3.191 6.466 -1.485 0.82 -0.65 -0.55 -0.07
C -2.825 6.229 -2.828 -0.22 0.05 0.67 -0.09
C -1.876 5.245 -3.109 0.08 0.17 0.14 -0.09
C -1.286 4.499 -2.080 -0.10 -0.04 0.53 -0.06
C -0.021 2.801 0.176 -0.64 8.45 3.05 -0.12
H -1.246 5.177 1.890 -0.05 -0.66 -0.42 0.11
H -2.714 4.147 1.770 0.65 -0.02 -0.17 0.09
H -1.201 3.447 2.346 -0.06 0.12 -0.10 0.07
H -2.941 5.930 0.563 0.30 -0.34 -0.72 0.10
H -3.923 7.254 -1.251 0.49 -0.52 0.02 0.11
H -3.280 6.825 -3.620 0.17 -0.26 0.17 0.10
H -1.591 5.060 -4.157 -0.03 0.08 0.65 0.12
H -0.520 3.770 -2.335 -0.21 0.01 -0.08 0.09
H 0.586 3.326 -0.598 -0.45 -0.75 0.54 0.15
H 0.422 3.033 1.171 -0.17 0.64 -0.55 0.15
```
Positions in Å, forces in eV/Å.